(1)
Molecular formula: H4OP2S
Method: DFT, ωB97M-V/def2-TZVPD

Geometry (Å):
O -2.024 -1.163 0.133
P 2.059 -1.182 0.387
P -1.228 1.666 0.229
S -1.054 -0.427 0.950
H 1.572 -1.919 -0.729
H 1.590 0.089 -0.118
H 0.180 1.736 0.203
H -1.094 1.200 -1.056

Summary:
HOMO (spin up / spin down)	-8.95 / -8.80	eV
energy relative to the best compared isomer or geometry (same formula, charge and spin)	360.1	kJ/mol
multiplicity	1
HOMO-LUMO gap (spin up / spin down)	7.63 / 7.63	eV
energy	-1158.39680	hartree

Listed below, in e, are the natural (NBO) charges computed for each atom:
1 O -0.8137
2 P 0.0773
3 P 0.1211
4 S 0.7363
5 H -0.0403
6 H -0.0608
7 H -0.0157
8 H -0.0042


(2)
Molecular formula: C21H40ClN7O11P2SSe2Te2Ti
Method: DFT, ωB97M-V/def2-TZVPD

Geometry (Å):
Ti 0.001 -0.481 0.331
Se 1.929 0.554 1.572
Te 3.858 1.880 2.458
Te 0.235 3.771 3.159
Se -0.036 1.636 1.897
O -1.074 -3.585 -1.144
Cl -1.704 -2.554 -0.337
O -3.145 -2.582 -0.598
O -0.399 -0.911 1.831
O -1.221 -1.187 -0.941
C 3.431 1.573 -3.894
N 3.338 0.299 -3.175
C 4.625 0.015 -2.534
P 1.921 -0.354 -2.582
O 1.468 -0.018 -1.178
O 0.852 1.325 -3.063
P -0.066 2.099 -2.095
O -0.731 1.361 -0.965
N -1.297 2.742 -3.071
C -0.860 3.646 -4.136
C -2.197 1.709 -3.586
N 0.752 3.483 -1.639
C -0.071 4.442 -0.882
C 2.055 3.276 -0.986
N 1.172 -1.075 -3.896
C 1.203 -0.409 -5.190
C -0.075 -1.792 -3.660
H 4.100 1.441 -4.754
H 3.857 2.352 -3.252
H 2.465 1.914 -4.238
H 5.397 0.018 -3.311
H 4.626 -0.949 -2.049
H 4.876 0.769 -1.782
H -0.075 4.299 -3.761
H -1.709 4.252 -4.469
H -0.467 3.094 -5.003
H -2.343 0.939 -2.829
H -1.795 1.233 -4.491
H -3.168 2.151 -3.832
H -1.041 4.555 -1.363
H 0.444 5.408 -0.865
H -0.230 4.125 0.148
H 2.513 2.351 -1.327
H 1.964 3.232 0.099
H 2.722 4.110 -1.232
H 2.213 -0.065 -5.407
H 0.515 0.440 -5.256
H 0.924 -1.147 -5.946
H 0.009 -2.423 -2.783
H -0.261 -2.444 -4.518
H -0.932 -1.125 -3.531
C -3.169 -1.655 2.837
N -4.161 -1.087 1.939
C -5.345 -1.883 1.690
C -6.501 -0.960 1.358
C -6.122 -0.171 0.118
N -4.790 0.386 0.234
C -4.432 1.353 -0.782
C -3.784 -0.122 1.044
O -2.668 0.359 1.022
H -3.543 -1.616 3.865
H -2.246 -1.088 2.767
H -2.939 -2.691 2.569
H -5.550 -2.462 2.590
H -5.162 -2.579 0.862
H -6.670 -0.281 2.196
H -7.415 -1.528 1.172
H -6.817 0.660 -0.034
H -6.179 -0.823 -0.765
H -4.991 2.284 -0.637
H -4.657 0.957 -1.778
H -3.368 1.563 -0.712
O 0.141 -3.770 1.621
C 1.087 -3.529 0.895
N 1.322 -2.192 0.321
S 2.684 -2.184 -0.501
O 3.676 -1.232 -0.051
O 2.526 -1.926 -2.080
C 3.132 -3.797 -0.316
C 4.255 -4.495 -0.782
C 4.420 -5.801 -0.399
C 3.460 -6.423 0.473
C 2.351 -5.747 0.911
C 2.141 -4.413 0.515
H 4.973 -4.004 -1.430
H 5.277 -6.364 -0.749
H 3.634 -7.447 0.790
H 1.630 -6.211 1.577

Summary:
total charge	-2
HOMO	0.36	eV
energy relative to the best compared isomer or geometry (same formula, charge and spin)	481.2	kJ/mol
multiplicity	1
HOMO-LUMO gap	2.64	eV
energy	-9764.65298	hartree

Listed below, in e, are the Mulliken charges computed for each atom:
1 Ti 0.5244
2 Se -0.4344
3 Te -0.5270
4 Te -0.5563
5 Se -0.3096
6 O -0.6616
7 Cl 1.1958
8 O -0.6630
9 O -0.0369
10 O -0.7987
11 C -1.1476
12 N 0.5026
13 C -0.6386
14 P 0.6597
15 O 1.4971
16 O -0.1941
17 P -0.5164
18 O 0.0345
19 N 0.0936
20 C -1.1710
21 C -0.6630
22 N 0.1081
23 C -0.7145
24 C -0.2243
25 N 0.1598
26 C -0.8375
27 C -0.8029
28 H 0.3666
29 H 0.4550
30 H 0.2554
31 H 0.3771
32 H 0.0318
33 H 0.2566
34 H 0.4008
35 H 0.3402
36 H 0.2087
37 H -0.1252
38 H 0.2326
39 H 0.3587
40 H 0.3453
41 H 0.3627
42 H -0.1167
43 H -0.2076
44 H 0.0450
45 H 0.2481
46 H 0.2852
47 H 0.0748
48 H 0.4505
49 H 0.1228
50 H 0.4442
51 H 0.0254
52 C -1.1079
53 N 0.3567
54 C -0.5771
55 C -0.7771
56 C -0.6301
57 N 0.3966
58 C -1.0256
59 C -0.0493
60 O -0.3540
61 H 0.3677
62 H 0.2501
63 H 0.3155
64 H 0.4629
65 H 0.2034
66 H 0.2896
67 H 0.3734
68 H 0.3340
69 H 0.3374
70 H 0.3212
71 H 0.3802
72 H 0.0056
73 O -0.5655
74 C 0.0916
75 N 1.1767
76 S 0.4453
77 O -0.6101
78 O -0.7341
79 C -0.1118
80 C -0.4414
81 C -0.6962
82 C -0.4216
83 C -0.8086
84 C -0.0713
85 H 0.4651
86 H 0.4146
87 H 0.3715
88 H 0.5064


(3)
Molecular formula: H4NS
Method: DFT, ωB97M-V/def2-TZVPD

Geometry (Å):
N -0.267 -0.258 -2.069
H -0.995 0.535 -2.278
H -0.706 -1.021 -2.485
H -0.213 -0.133 -1.082
S 0.297 0.170 1.199
H -0.979 -0.299 1.140

Summary:
total charge	-2
HOMO (spin up / spin down)	4.94 / 0.70	eV
energy relative to the best compared isomer or geometry (same formula, charge and spin)	66.6	kJ/mol
multiplicity	2
HOMO-LUMO gap (spin up / spin down)	2.54 / 6.83	eV
energy	-455.17610	hartree

Listed below, in e, are the natural (NBO) charges computed for each atom:
1 N -1.4466
2 H 0.2132
3 H 0.2450
4 H 0.3968
5 S -1.4847
6 H 0.0763


(4)
Molecular formula: C7H15O7P
Method: DFT, ωB97M-V/def2-TZVPD

Geometry (Å):
O 0.421 0.259 1.172
C 0.369 -0.756 1.777
O -0.763 -1.296 2.305
C -0.388 -2.524 2.953
C 1.060 -2.229 3.289
P 1.143 -0.890 4.594
O 2.763 -0.741 4.547
O 0.921 -1.836 5.922
O 1.427 -1.573 2.046
H -0.997 -2.699 3.836
H -0.487 -3.338 2.234
H 1.678 -3.091 3.526
H 2.991 0.168 4.756
H 0.090 -1.578 6.330
C -1.501 2.979 -3.878
O -0.568 2.837 -2.827
C -0.984 1.935 -1.813
C -0.315 0.586 -1.942
O -0.715 -0.092 -3.127
C 0.239 -0.022 -4.167
H -1.011 3.535 -4.676
H -1.825 2.009 -4.265
H -2.382 3.542 -3.547
H -2.073 1.814 -1.832
H -0.708 2.369 -0.849
H -0.607 -0.032 -1.093
H 0.772 0.705 -1.916
H 1.116 -0.638 -3.938
H 0.566 1.006 -4.348
H -0.233 -0.410 -5.069

Summary:
HOMO	-8.87	eV
multiplicity	1
HOMO-LUMO gap	9.31	eV
energy	-1143.75161	hartree
SMILES	O=C1OC[C@H](P(O)O)O1.COCCOC

Listed below, in e, are the natural (NBO) charges computed for each atom:
1 O -0.5645
2 C 0.9602
3 O -0.4977
4 C -0.1032
5 C -0.2636
6 P 1.2736
7 O -0.9635
8 O -0.9816
9 O -0.4978
10 H 0.2021
11 H 0.2008
12 H 0.2354
13 H 0.5026
14 H 0.4982
15 C -0.2519
16 O -0.5527
17 C -0.0896
18 C -0.0895
19 O -0.5553
20 C -0.2516
21 H 0.1876
22 H 0.1767
23 H 0.1638
24 H 0.1696
25 H 0.1941
26 H 0.1940
27 H 0.1764
28 H 0.1640
29 H 0.1768
30 H 0.1865


(5)
Molecular formula: C6H10O
Method: DFT, ωB97M-V/def2-TZVPD

Geometry (Å):
C -2.120 0.615 -0.058
O -1.193 1.418 -0.559
C 0.072 0.321 -1.129
C 1.359 0.597 -0.690
C 1.605 0.244 0.748
C 0.616 -0.916 0.943
C -0.145 -0.911 -0.373
H -2.969 0.356 -0.721
H -2.458 0.856 0.964
H -1.584 -0.492 0.066
H -0.140 0.336 -2.194
H 2.124 1.066 -1.310
H 2.637 -0.083 0.915
H 1.427 1.103 1.411
H 1.160 -1.858 1.068
H -0.047 -0.804 1.811
H -0.343 -1.849 -0.893

Summary:
HOMO (spin up / spin down)	-8.28 / -8.28	eV
energy relative to the best compared isomer or geometry (same formula, charge and spin)	397.5	kJ/mol
multiplicity	1
HOMO-LUMO gap (spin up / spin down)	8.18 / 8.18	eV
energy	-309.69098	hartree

Listed below, in e, are the natural (NBO) charges computed for each atom:
1 C -0.1424
2 O -0.6378
3 C -0.1223
4 C -0.0665
5 C -0.4540
6 C -0.4484
7 C -0.1422
8 H 0.1503
9 H 0.1653
10 H 0.1475
11 H 0.2267
12 H 0.2095
13 H 0.2201
14 H 0.2278
15 H 0.2200
16 H 0.2220
17 H 0.2244